Run P
Computed, not measured: C37H42B2FN13O3RuS2 as an isolated structure, with ωB97M-V/def2-TZVPD.

```
! RIJCOSX wB97M-V def2-TZVPD def2/J DEFGRID3
* xyz 1 6
Ru 1.50 -2.06 -0.71
F 1.03 5.02 -1.14
C 0.09 4.25 -0.57
C 0.22 2.89 -0.66
C -0.68 2.05 0.00
C -0.43 0.60 -0.07
O 0.43 0.17 -0.83
C -1.22 -0.18 0.83
C -2.24 0.42 1.49
N -2.58 1.73 1.43
C -3.76 2.10 2.21
C -4.73 3.19 1.88
C -3.86 3.28 3.12
C -1.74 2.60 0.74
C -1.89 3.99 0.74
C -0.99 4.83 0.11
N -1.21 6.23 0.14
C -0.49 7.14 -0.74
C -1.23 8.50 -0.71
N -2.63 8.23 -0.26
C -2.65 7.87 1.20
C -1.49 6.88 1.42
C -0.98 -1.64 1.12
O -1.87 -2.26 1.66
O 0.20 -2.10 0.86
H 1.04 2.45 -1.21
H -2.85 -0.21 2.13
H -4.22 1.20 2.58
H -5.77 2.96 2.01
H -4.53 3.83 1.03
H -4.33 3.12 4.08
H -3.04 3.98 3.15
H -2.72 4.46 1.24
H -0.49 6.74 -1.75
H 0.55 7.30 -0.44
H -1.25 8.97 -1.69
H -0.79 9.20 0.00
H -2.95 7.40 -0.77
H -3.26 9.01 -0.47
H -3.62 7.42 1.41
H -2.54 8.78 1.78
H -1.76 6.15 2.18
H -0.61 7.41 1.78
C 1.32 -3.18 3.84
N 0.55 -4.25 3.24
C -0.69 -4.69 3.64
C -1.03 -5.72 2.82
N 0.01 -5.91 1.94
B 0.11 -6.97 0.80
N -0.33 -6.30 -0.57
C -1.55 -6.52 -1.17
C -1.55 -5.94 -2.39
N -0.31 -5.33 -2.52
C 0.16 -4.66 -3.73
C 0.41 -5.56 -1.41
S 1.99 -4.92 -1.13
C 0.96 -5.02 2.21
S 2.49 -4.90 1.45
H 0.68 -2.62 4.52
H 1.69 -2.52 3.06
H 2.17 -3.58 4.40
H -1.23 -4.23 4.44
H -1.91 -6.32 2.80
H -0.65 -7.87 1.01
H 1.26 -7.29 0.71
H -2.32 -7.10 -0.68
H -2.30 -5.89 -3.16
H -0.64 -4.05 -4.14
H 0.47 -5.40 -4.47
H 1.00 -4.03 -3.48
B 0.95 -1.13 -4.07
N 2.36 -1.10 -3.37
C 3.44 -0.67 -4.02
C 4.58 -1.13 -3.38
C 4.10 -1.84 -2.30
N 2.76 -1.83 -2.29
N -0.20 -1.50 -3.09
C -1.49 -1.29 -3.36
C -2.27 -2.00 -2.45
C -1.35 -2.64 -1.64
N -0.10 -2.34 -2.03
H 0.72 -0.04 -4.52
H 0.99 -1.99 -4.92
H 3.33 -0.10 -4.93
H 5.61 -0.97 -3.66
H 4.65 -2.38 -1.55
H -1.77 -0.66 -4.19
H -3.34 -2.05 -2.40
H -1.52 -3.30 -0.80
N 7.13 1.27 2.92
C 6.26 0.71 2.40
C 5.19 0.05 1.76
C 5.23 -1.34 1.41
C 4.17 -1.93 0.82
N 2.99 -1.26 0.51
C 2.95 0.08 0.86
C 3.98 0.73 1.45
H 6.11 -1.93 1.62
H 4.20 -2.98 0.58
H 2.04 0.61 0.63
H 3.87 1.79 1.69
*
```

Gap between HOMO and LUMO (spin up / spin down) (eV): 3.074 / 5.850


Run Q
Computed, not measured: C37H42B2FN13O3RuS2 as an isolated structure, with ωB97M-V/def2-TZVPD.

```
! RIJCOSX wB97M-V def2-TZVPD def2/J DEFGRID3
* xyz 1 6
Ru -2.19 0.18 0.50
F 3.82 -2.88 0.80
C 3.73 -1.56 0.51
C 2.49 -0.98 0.58
C 2.33 0.38 0.36
C 1.00 0.98 0.50
O 0.07 0.29 0.94
C 0.92 2.36 0.15
C 2.05 3.06 -0.13
N 3.29 2.51 -0.19
C 4.44 3.35 -0.39
C 4.37 4.50 -1.35
C 5.18 3.29 -1.70
C 3.46 1.16 0.03
C 4.70 0.54 -0.07
C 4.86 -0.82 0.18
N 6.17 -1.37 0.05
C 6.35 -2.82 -0.05
C 7.82 -3.08 -0.44
N 8.36 -1.82 -1.03
C 8.52 -0.77 0.03
C 7.23 -0.79 0.87
C -0.42 3.09 0.03
O -0.38 4.32 0.08
O -1.43 2.35 -0.19
H 1.61 -1.57 0.83
H 1.97 4.12 -0.32
H 5.03 3.49 0.51
H 4.89 5.41 -1.08
H 3.44 4.66 -1.89
H 6.26 3.37 -1.70
H 4.78 2.63 -2.46
H 5.57 1.12 -0.35
H 5.68 -3.19 -0.82
H 6.13 -3.34 0.88
H 7.90 -3.89 -1.16
H 8.43 -3.33 0.43
H 7.64 -1.47 -1.67
H 9.23 -1.97 -1.54
H 8.67 0.18 -0.47
H 9.40 -1.01 0.63
H 6.97 0.22 1.17
H 7.38 -1.37 1.79
C -4.27 -2.46 3.60
N -5.08 -1.34 3.14
C -6.01 -0.66 3.88
C -6.66 0.16 3.02
N -6.15 -0.03 1.76
B -6.99 0.38 0.51
N -6.18 0.85 -0.74
C -6.67 0.67 -2.01
C -5.94 1.44 -2.86
N -4.99 2.08 -2.10
C -4.01 3.04 -2.56
C -5.15 1.71 -0.80
S -4.21 2.27 0.50
C -5.15 -0.91 1.86
S -4.12 -1.49 0.61
H -4.37 -2.53 4.68
H -3.23 -2.30 3.33
H -4.63 -3.38 3.14
H -6.15 -0.82 4.94
H -7.47 0.85 3.20
H -7.62 -0.59 0.16
H -7.69 1.30 0.85
H -7.51 0.04 -2.21
H -6.02 1.58 -3.93
H -3.69 2.78 -3.57
H -3.15 3.02 -1.88
H -4.42 4.04 -2.56
B -0.28 -2.76 2.35
N -1.95 -0.27 3.02
C -1.63 0.07 4.27
C -1.83 1.45 4.44
C -2.28 1.90 3.21
N -2.34 0.83 2.39
N -0.79 -3.10 1.06
C -0.94 -4.39 0.60
C -1.23 -4.33 -0.73
C -1.28 -2.94 -1.01
N -1.03 -2.22 0.05
H -0.21 -3.64 3.14
H 0.15 -1.69 2.55
H -1.27 -0.65 4.98
H -1.66 2.03 5.33
H -2.55 2.89 2.88
H -0.80 -5.23 1.26
H -1.39 -5.14 -1.41
H -1.50 -2.49 -1.96
N -2.01 0.14 -7.03
C -2.05 0.10 -5.88
C -2.09 0.05 -4.46
C -1.01 0.49 -3.69
C -1.10 0.44 -2.32
N -2.19 0.01 -1.66
C -3.22 -0.42 -2.40
C -3.21 -0.43 -3.78
H -0.12 0.86 -4.17
H -0.27 0.75 -1.71
H -4.08 -0.79 -1.85
H -4.07 -0.80 -4.33
*
```

Gap between HOMO and LUMO (spin up / spin down) (eV): 4.776 / 5.370


Tell me which of them is the most stable. Sure, it is run P.